Below is a molecular structure, C17H16BrNO3 in a non-equilibrium geometry, with properties calculated with the ωB97M-V functional and the def2-TZVPD basis.

Geometry as XYZ:
```
38
Properties=species:S:1:pos:R:3:nbo_charge:R:1
O 4.8398 1.7752 -0.7722 -0.579
C 4.0481 1.3623 -0.1499 0.713
N 3.6531 0.1863 -0.1001 -0.691
H 2.7868 -0.1970 0.5152 0.441
C 4.0333 -1.1148 -1.0996 -0.182
H 5.0294 -0.8713 -1.0109 0.236
H 3.4561 -0.9697 -1.7712 0.181
C 3.6810 -2.2950 -0.4808 -0.411
C 2.1670 -2.4718 -0.2571 -0.032
C 1.4194 -2.6982 -1.2687 -0.229
C -0.0442 -2.5851 -1.0710 -0.179
C -0.6372 -2.6713 0.0809 -0.261
C 0.3165 -2.7947 1.1692 -0.138
C 1.6819 -2.3864 1.1462 -0.182
H 2.2875 -2.3703 1.8458 0.184
H -0.1939 -2.6282 2.4037 0.187
H -1.5635 -3.0425 0.3663 0.233
H -0.6637 -2.9590 -1.8695 0.210
H 1.9073 -2.5688 -2.3183 0.211
H 4.1897 -2.3752 0.7143 0.194
H 4.0382 -3.0795 -1.1339 0.241
C 2.9793 2.4077 0.9372 -0.275
H 3.5191 3.4282 0.7779 0.206
H 3.0644 1.9854 1.9832 0.231
O 1.7406 2.6088 0.1109 -0.492
C 0.9555 1.5392 0.7494 0.800
O 1.1744 0.3986 1.4736 -0.622
C -0.4544 1.8997 0.1912 -0.098
C -1.4816 0.6563 0.4594 -0.233
C -2.6412 0.8102 -0.0905 -0.111
C -3.0529 2.1381 -0.8304 -0.166
C -2.1825 3.0382 -1.0190 -0.204
C -0.8346 2.9653 -0.3794 -0.153
H -0.1728 3.5996 -0.5129 0.206
H -2.4824 3.9165 -1.3689 0.207
H -4.0236 2.3336 -1.1319 0.219
Br -3.8860 -0.5780 -0.1890 0.064
H -1.0929 -0.2034 1.0945 0.272
```

Highest occupied orbital energy = -8.75 eV
Strongest force on any atom = 14.9 eV/A
Orbital gap = 0.3069 Eh
Energy relative to the best compared isomer or geometry (same formula, charge and spin) = 14.286 eV